Record 1
Formula: C6H5N
Source: OMol25
Level of theory: wB97M-V/def2-TZVPD

Geometry (Å):
1 N 2.986 -0.035 -0.010
2 C 1.846 0.030 0.075
3 C 0.403 0.021 -0.010
4 C -0.395 -1.071 -0.097
5 C -1.781 -0.760 0.063
6 C -1.768 0.723 -0.007
7 C -0.557 1.252 0.014
8 H 0.110 -2.000 -0.335
9 H -2.073 -1.287 1.056
10 H -2.555 -1.197 -0.599
11 H -2.607 1.290 -0.185
12 H -0.263 2.276 -0.099

Results
Relative energy (zero: lowest compared OMol25 entry of this formula, charge and spin) (eV): 0.654
SMILES string: N#CC1=CCC=C1
Gap between HOMO and LUMO (eV): 9.7
Max |F| (hartree/bohr): 0.0746
Spin multiplicity: 1
DFT total energy (eV): -7791.1408

***

Record 2
Formula: C6H5N
Source: OMol25
Level of theory: wB97M-V/def2-TZVPD

Geometry (Å):
1 C -0.290 -3.221 -1.603
2 C -0.306 -4.460 -1.914
3 C -0.223 -0.323 0.718
4 C 0.553 1.830 -0.062
5 C -0.339 -1.538 0.184
6 C 0.016 -2.032 -1.116
7 N 0.571 0.567 0.151
8 H -0.634 0.058 1.718
9 H -0.401 2.353 0.241
10 H 1.371 2.314 -0.491
11 H -0.829 -2.245 0.781
12 H 0.685 -1.564 -1.863

Results
Relative energy (zero: lowest compared OMol25 entry of this formula, charge and spin) (eV): 5.518
Gap between HOMO and LUMO (spin up / spin down) (eV): 7.4 / 7.4
Max |F| (hartree/bohr): 0.0935
Spin multiplicity: 1
DFT total energy (eV): -7786.2764

***

Record 3
Formula: C6H5N
Source: OMol25
Level of theory: wB97M-V/def2-TZVPD

Geometry (Å):
1 C 0.459 -1.406 0.116
2 C 1.570 -0.773 -0.262
3 N 2.377 0.343 -0.166
4 C 1.335 0.904 0.147
5 C -0.077 0.930 0.559
6 C -0.875 0.539 -0.631
7 C -0.686 -0.472 0.418
8 H 0.353 -2.488 -0.047
9 H -0.453 1.504 1.366
10 H -0.452 0.471 -1.593
11 H -1.899 1.091 -0.830
12 H -1.652 -0.643 0.924

Results
Relative energy (zero: lowest compared OMol25 entry of this formula, charge and spin) (eV): 5.512
SMILES string: C1=C2N=C2[C@H]2C[C@@H]12
Gap between HOMO and LUMO (spin up / spin down) (eV): 8.6 / 8.6
Max |F| (hartree/bohr): 0.0911
Spin multiplicity: 1
DFT total energy (eV): -7786.2829

***

Record 4
Formula: C6H5N
Source: OMol25
Level of theory: wB97M-V/def2-TZVPD

Geometry (Å):
1 C 1.260 1.611 0.858
2 C 0.666 0.576 0.678
3 C 2.313 4.086 1.334
4 C 0.066 -0.787 0.509
5 C -1.174 -1.485 -1.493
6 C -1.159 -0.602 -0.479
7 N 1.864 2.950 1.157
8 H 0.888 -1.453 0.111
9 H -0.298 -1.261 1.506
10 H -0.346 -2.171 -1.552
11 H -1.972 -1.497 -2.223
12 H -2.108 0.034 -0.405

Results
Relative energy (zero: lowest compared OMol25 entry of this formula, charge and spin) (eV): 4.120
Gap between HOMO and LUMO (eV): 11.0
Max |F| (hartree/bohr): 0.1133
Spin multiplicity: 1
DFT total energy (eV): -7787.6746